# 1
Formula: C17H29Cl3O22S4
Source: the OMol25 dataset
Level of theory: wB97M-V/def2-TZVPD

XYZ file:
```
75
Properties=species:S:1:pos:R:3:forces:R:3
C 0.498 0.172 -0.209 0.14 -1.03 -0.29
Cl -1.050 0.281 0.647 0.71 -0.36 0.23
Cl 0.103 -0.238 -1.894 0.39 0.20 0.13
Cl 1.651 -1.127 0.446 -1.02 1.45 -0.39
H 1.004 1.138 -0.185 0.05 -0.34 0.16
C -2.301 -4.159 0.295 -0.29 -1.01 0.17
C -1.257 -4.440 1.424 -0.95 0.02 -2.45
C -0.474 -3.242 1.842 -0.36 0.87 0.45
O -0.953 -2.960 3.156 0.27 0.23 0.23
C -1.664 -3.982 3.684 1.26 -0.03 -3.14
O -1.899 -4.038 4.831 -1.05 -1.08 0.08
O -1.932 -4.879 2.550 -0.47 0.37 3.93
H -3.142 -3.517 0.558 0.48 0.62 0.43
H -2.848 -5.078 0.085 0.27 -0.39 0.03
H -1.906 -3.876 -0.681 0.40 0.25 0.23
H -0.566 -5.205 1.071 -0.16 -0.28 0.04
H -0.749 -2.387 1.224 0.49 -0.04 0.04
H 0.597 -3.438 1.877 -0.03 0.28 0.02
C -5.339 3.897 -1.098 -0.05 0.71 0.93
C -4.171 3.220 -1.759 0.25 0.31 2.45
C -3.527 2.127 -0.824 0.05 -0.16 -1.12
O -3.495 0.995 -1.721 0.72 -0.28 -0.05
C -3.921 1.328 -2.934 0.54 -2.23 -4.54
O -3.751 0.645 -4.001 -0.95 3.00 5.05
O -4.554 2.533 -2.893 0.23 -1.38 -1.44
H -5.390 3.709 -0.026 -0.24 -0.81 0.01
H -6.266 3.607 -1.593 -0.03 0.48 0.15
H -5.117 4.962 -1.029 -0.72 0.29 -0.84
H -3.497 4.028 -2.044 0.63 -0.42 -0.10
H -4.043 1.786 0.073 -0.56 0.44 -0.19
H -2.516 2.370 -0.494 -0.01 -0.09 -0.44
C 3.610 4.765 1.319 -1.21 -0.46 0.09
C 2.791 3.659 2.039 1.35 1.30 1.03
O 3.087 2.500 1.309 1.12 -1.29 -1.83
S 4.647 2.512 0.714 0.05 0.11 -1.18
O 4.695 2.122 -0.716 -0.73 1.27 3.68
O 5.537 1.848 1.627 -1.01 0.59 -0.81
O 4.823 4.139 0.948 0.35 -1.64 -0.74
H 3.887 5.644 1.900 -0.27 -0.21 0.09
H 3.006 5.028 0.450 0.39 0.37 -0.35
H 1.716 3.836 2.082 0.20 -0.16 -0.19
H 3.199 3.525 3.041 -0.28 0.04 0.25
C 5.426 -1.752 1.192 0.22 1.25 0.42
C 5.993 -2.685 0.090 0.05 1.34 0.42
O 6.348 -3.807 0.793 0.88 -3.46 2.73
S 6.495 -3.569 2.442 -0.80 -0.33 1.17
O 7.689 -2.860 2.781 0.04 -0.46 -0.92
O 6.143 -4.703 3.290 0.30 1.72 -2.60
O 5.313 -2.503 2.446 -0.12 -0.09 -1.07
H 4.477 -1.239 1.036 -0.04 -0.53 -0.17
H 6.169 -0.966 1.327 -0.08 0.05 0.33
H 6.949 -2.308 -0.273 -0.39 0.64 -0.50
H 5.317 -2.941 -0.725 -0.04 -0.06 0.19
C -2.292 4.371 1.378 -0.70 2.13 0.54
C -0.915 3.962 0.976 -0.27 -3.08 -1.40
O -0.535 2.946 1.933 1.00 -0.17 3.60
S -1.637 2.752 3.132 0.32 2.46 2.57
O -1.240 3.665 4.257 -1.16 -2.63 -3.42
O -2.083 1.417 3.402 1.23 1.24 -0.58
O -2.811 3.400 2.238 -0.22 -1.67 0.41
H -2.965 4.531 0.535 0.03 -0.20 0.03
H -2.350 5.244 2.028 0.60 0.74 -0.61
H -0.198 4.673 0.566 0.19 0.28 1.21
H -0.911 3.109 0.298 -0.90 1.28 -2.20
C -0.534 -2.663 -4.866 -0.87 -0.33 -2.16
C -1.925 -2.057 -4.506 2.64 2.96 1.55
O -2.905 -3.040 -4.364 0.83 -2.13 -0.41
S -2.156 -4.534 -4.386 -0.90 -2.30 0.88
O -2.441 -5.181 -5.678 1.10 1.89 2.59
O -2.466 -5.350 -3.169 1.17 3.00 -3.28
O -0.591 -3.911 -4.255 -2.12 -2.80 1.20
H 0.433 -2.234 -4.607 -0.62 0.73 0.75
H -0.393 -2.912 -5.918 -0.42 0.54 -0.53
H -2.204 -1.093 -4.933 -0.67 -0.82 -1.53
H -1.723 -1.570 -3.552 -0.22 -0.72 0.99
```
Forces are in eV/Å.

As for the spin multiplicity: 1. As for the SMILES: C[C@H]1COC(=O)O1.C[C@H]1COC(=O)O1.O=S1(=O)OCCO1.O=S1(=O)OCCO1.O=S1(=O)OCCO1.O=S1(=O)OCCO1.ClC(Cl)Cl. The HOMO energy comes out at -10.59 eV.

Atomic partial charges in e from the Löwdin method, atoms 1 to 2:
1. C -1.37
2. Cl 0.67

=====

# 2
Formula: C28H72ClNO11S11
Source: the OMol25 dataset
Level of theory: wB97M-V/def2-TZVPD

XYZ file:
```
124
Properties=species:S:1:pos:R:3:forces:R:3
C 2.816 2.133 -0.099 -0.73 -0.12 0.47
C 1.418 2.781 0.024 0.73 -0.44 -0.73
N 0.375 1.750 -0.180 -0.06 0.45 0.19
C -0.081 1.025 1.019 0.20 -0.49 0.03
C 0.720 1.232 2.301 -0.63 -0.18 -0.24
C -0.715 2.291 -0.907 -0.39 -0.17 0.26
S -1.557 3.588 -0.398 0.06 0.29 -0.13
S -1.190 1.573 -2.430 -0.52 0.23 -0.39
C -1.166 -0.227 -2.195 1.16 0.51 0.68
C 0.270 -0.745 -2.057 -0.38 -0.25 -0.62
C 0.312 -2.011 -1.223 0.29 0.58 -0.18
C 1.600 -2.792 -1.319 -0.11 0.05 -0.12
Cl 2.730 -2.349 0.035 0.00 0.09 -0.20
O 2.236 -2.671 -2.599 0.42 -0.68 0.59
C 3.360 -1.891 -2.646 -0.09 -1.37 0.50
O 3.302 -0.743 -2.826 -0.19 2.70 -0.76
H 2.668 1.108 -0.414 0.06 -0.33 -0.16
H 3.306 2.091 0.867 0.39 0.10 0.16
H 3.441 2.613 -0.837 0.24 0.31 -0.06
H 1.345 3.458 -0.811 -0.25 0.31 -0.27
H 1.307 3.398 0.906 -0.17 -0.07 0.30
H -0.113 -0.040 0.800 0.08 -0.15 -0.19
H -1.113 1.295 1.220 -0.25 0.14 0.11
H 1.786 1.336 2.173 0.21 0.14 -0.14
H 0.290 2.054 2.849 0.33 0.55 0.26
H 0.562 0.364 2.925 0.00 -0.31 0.21
H -1.752 -0.478 -1.325 -0.31 -0.01 0.27
H -1.646 -0.638 -3.068 -0.28 -0.02 -0.33
H 0.624 -0.953 -3.060 0.18 -0.07 -0.20
H 0.902 0.038 -1.674 0.23 0.10 0.35
H 0.148 -1.756 -0.185 -0.19 -0.23 0.20
H -0.510 -2.649 -1.521 -0.10 -0.35 -0.07
H 1.395 -3.835 -1.163 0.16 -0.47 0.01
H 4.335 -2.359 -2.506 -0.07 -0.84 -0.04
C 4.280 0.358 -8.150 0.10 0.08 0.00
S 2.707 -0.420 -7.755 0.02 -0.09 0.03
O 1.635 0.480 -8.249 0.01 0.06 0.00
C 2.827 -0.187 -5.977 0.01 0.06 0.07
H 4.393 0.357 -9.232 -0.06 -0.03 0.00
H 4.285 1.384 -7.781 -0.06 -0.01 0.02
H 5.091 -0.213 -7.698 -0.02 -0.02 0.00
H 2.931 0.874 -5.749 -0.02 0.01 -0.03
H 3.684 -0.741 -5.596 0.00 -0.01 -0.03
H 1.916 -0.568 -5.520 -0.02 -0.02 -0.05
C -4.233 -3.832 1.130 -0.08 -0.01 0.12
S -3.139 -3.431 -0.237 -0.01 -0.07 -0.09
O -2.338 -2.245 0.176 -0.17 0.08 0.14
C -4.419 -2.841 -1.347 -0.16 0.07 0.06
H -3.621 -4.185 1.957 0.06 0.00 -0.05
H -4.783 -2.940 1.433 0.04 0.04 -0.05
H -4.922 -4.619 0.822 0.03 -0.01 -0.04
H -4.955 -2.012 -0.883 0.09 0.02 0.05
H -5.106 -3.656 -1.580 0.13 -0.06 -0.04
H -3.943 -2.498 -2.264 0.06 -0.03 0.02
C -3.840 3.823 -5.698 -0.02 0.02 -0.15
S -4.444 3.190 -4.128 0.12 0.06 0.18
O -4.041 1.764 -4.048 -0.21 -0.14 -0.19
C -6.189 3.221 -4.571 -0.10 0.00 -0.12
H -2.753 3.847 -5.653 0.00 -0.03 0.07
H -4.158 3.167 -6.509 -0.01 -0.04 0.05
H -4.221 4.833 -5.854 0.01 0.01 0.04
H -6.356 2.605 -5.455 0.06 -0.01 0.01
H -6.497 4.249 -4.760 0.01 0.01 0.02
H -6.755 2.820 -3.732 0.06 0.00 0.04
C 7.598 1.826 0.010 0.02 0.03 0.13
S 7.004 1.635 -1.678 0.04 -0.12 -0.01
O 6.333 2.906 -2.051 -0.05 0.04 0.07
C 5.717 0.443 -1.291 0.04 -0.06 0.08
H 8.393 2.570 0.006 -0.01 0.00 -0.06
H 6.783 2.164 0.650 -0.05 0.00 -0.06
H 7.993 0.874 0.366 0.00 -0.01 -0.03
H 5.025 0.868 -0.563 0.06 0.02 -0.05
H 6.173 -0.466 -0.893 0.05 0.03 -0.01
H 5.178 0.208 -2.206 0.07 0.13 0.04
C 4.444 4.672 2.451 0.14 -0.04 -0.07
S 3.092 5.806 2.802 0.00 0.00 0.12
O 2.031 5.539 1.801 0.02 0.01 -0.06
C 3.953 7.294 2.276 0.11 0.06 -0.08
H 4.101 3.664 2.673 -0.07 0.03 0.03
H 4.721 4.741 1.399 -0.06 0.03 -0.02
H 5.296 4.915 3.087 -0.02 0.01 0.02
H 4.263 7.192 1.235 -0.04 -0.05 0.00
H 4.820 7.458 2.916 -0.02 -0.01 0.02
H 3.266 8.132 2.372 -0.05 -0.05 0.03
C -7.612 -2.841 -4.772 -0.01 0.00 -0.13
S -7.408 -3.496 -3.112 -0.12 0.15 -0.01
O -6.481 -4.655 -3.203 -0.04 -0.07 -0.01
C -9.072 -4.156 -2.958 -0.10 -0.06 -0.04
H -6.662 -2.412 -5.083 0.02 -0.01 0.07
H -7.892 -3.645 -5.452 0.02 -0.04 0.05
H -8.377 -2.065 -4.763 0.01 0.01 0.04
H -9.258 -4.874 -3.756 0.06 0.00 -0.01
H -9.792 -3.338 -3.007 0.03 0.02 0.02
H -9.151 -4.652 -1.993 0.06 0.02 0.01
C -2.511 -0.041 6.321 -0.28 -0.13 -0.24
S -1.524 0.360 4.879 -0.06 -0.11 0.01
O -0.524 1.380 5.311 -0.05 0.05 0.15
C -2.820 1.226 3.986 -0.04 0.13 -0.02
H -1.873 -0.552 7.032 0.03 -0.01 0.00
H -2.894 0.870 6.772 0.09 0.03 0.03
H -3.333 -0.698 6.032 0.06 -0.01 -0.12
H -3.184 2.060 4.586 0.05 -0.02 0.05
H -3.631 0.532 3.765 0.04 -0.04 -0.01
H -2.400 1.602 3.054 0.04 -0.02 0.01
C 3.182 -5.718 1.753 0.11 0.01 0.09
S 1.675 -6.468 1.122 0.07 -0.02 -0.08
O 0.533 -5.741 1.728 -0.02 0.02 0.05
C 1.849 -8.022 2.011 0.03 -0.09 0.08
H 3.244 -4.711 1.346 -0.05 -0.02 -0.02
H 3.148 -5.674 2.842 -0.08 -0.02 -0.01
H 4.044 -6.300 1.424 -0.03 -0.01 -0.03
H 1.897 -7.828 3.083 -0.02 0.06 -0.02
H 2.752 -8.533 1.676 -0.01 0.01 -0.03
H 0.979 -8.636 1.789 -0.02 0.05 -0.04
C 0.702 2.149 8.509 0.08 0.15 -0.09
S -0.204 0.671 8.964 0.11 0.06 -0.05
O -1.651 0.992 8.838 0.02 0.12 0.37
C 0.191 0.719 10.718 0.04 0.04 0.11
H 0.546 2.314 7.443 -0.07 -0.12 -0.01
H 0.324 3.000 9.077 -0.05 -0.06 0.04
H 1.764 1.998 8.707 -0.01 -0.04 0.00
H -0.152 1.661 11.146 -0.03 0.01 -0.06
H 1.267 0.610 10.850 0.00 -0.02 -0.02
H -0.321 -0.110 11.203 -0.02 -0.02 -0.06
```
Forces are in eV/Å.

As for the spin multiplicity: 1. The HOMO energy comes out at -7.26 eV.

Atomic partial charges in e from the Löwdin method, atoms 1 to 2:
1. C -0.07
2. C -0.24

=====

What is the HOMO in the first record?
-10.59 eV